[1]
Entry from the OMol25 dataset: C15H30N2O4 as an isolated structure in a non-equilibrium geometry (the ωB97M-V functional and the def2-TZVPD basis).

Structure (ORCA input):
```
! wB97M-V def2-TZVPD RIJCOSX def2/J DEFGRID3
* xyz 0 1
H 0.683 3.818 -0.725
H 5.706 1.536 1.093
O -2.501 1.383 -0.051
H -4.357 0.091 1.287
C -2.610 2.668 -0.596
C 2.109 -1.543 -0.709
H 4.640 2.565 0.077
H 0.032 -1.297 -0.169
H 2.202 -1.188 -1.599
H 4.922 2.740 2.000
C -0.080 3.360 -0.309
H -3.484 2.766 -1.172
C 3.271 -2.773 -0.424
H -0.443 4.264 0.381
H 0.344 -2.733 -2.444
C -1.316 2.995 -1.153
H -0.589 1.881 1.273
O 3.920 1.184 1.223
H -2.517 -1.795 -0.332
H 0.640 -2.979 0.607
H 0.665 0.103 1.511
H -1.409 4.034 -2.050
H -4.825 -0.918 -0.097
C 2.305 -0.699 0.762
C -4.132 -0.756 0.722
O 4.361 -0.083 -0.495
H 4.208 -2.187 -0.544
C 1.106 1.511 0.031
H -4.442 -2.809 1.100
O 2.051 1.505 -0.838
H -0.710 -3.460 -1.358
C 0.743 -2.353 -0.240
C -2.681 -0.716 0.209
C 0.301 -3.063 -1.548
H 3.066 -3.687 -1.229
C 4.856 2.032 1.184
C -4.562 -1.906 1.742
C 3.663 0.005 0.373
H -2.273 -0.738 1.024
N 0.143 2.452 0.530
N 1.281 0.328 0.867
H -4.101 -1.820 2.584
H 3.057 -3.374 0.641
H -3.270 0.303 -1.462
H -0.959 2.340 -2.074
H -2.748 3.455 0.234
H 2.502 -1.127 1.762
H 0.883 -4.083 -1.712
H -1.593 0.185 -1.076
C -2.438 0.341 -0.693
H -5.620 -1.756 1.885
*
```

## Properties
- Strongest force on any atom: 0.3090 Eh/bohr
- Orbital gap: 9.292 eV
- Energy relative to the best compared isomer or geometry (same formula, charge and spin): 371.8 kcal/mol
- HOMO: -8.8 eV

In elementary charge units, the Löwdin charges are:
1. H 0.08
2. H 0.03
3. O -0.10
4. H 0.08
5. C -0.20
6. C -0.15
7. H 0.16
8. H 0.14
9. H 0.06
10. H 0.09
11. C -0.35
12. H 0.11
13. C -0.06
14. H 0.17
15. H -0.01
16. C -0.18
17. H 0.27
18. O -0.11
19. H 0.18
20. H 0.09
21. H 0.05
22. H 0.20
23. H 0.10
24. C -0.13
25. C -0.21
26. O 0.19
27. H 0.04
28. C -0.32
29. H 0.09
30. O 0.03
31. H 0.06
32. C -0.19
33. C -0.18
34. C -0.12
35. H 0.10
36. C -0.20
37. C -0.06
38. C -0.42
39. H 0.02
40. N 0.02
41. N 0.07
42. H 0.00
43. H 0.12
44. H 0.17
45. H 0.14
46. H 0.16
47. H 0.17
48. H 0.11
49. H 0.05
50. C -0.42
51. H 0.07

[2]
Entry from the OMol25 dataset: a 4-piece molecular cluster, C15H30N4O6PS3 overall in a non-equilibrium geometry (the ωB97M-V functional and the def2-TZVPD basis).

Structure (ORCA input):
```
! wB97M-V def2-TZVPD RIJCOSX def2/J DEFGRID3
* xyz 1 1
H -4.971 -2.936 -3.438
O 2.108 -4.851 -0.154
H 1.528 2.525 -0.943
O 0.818 -0.809 -2.087
O 4.323 0.404 -2.706
C 0.005 5.560 4.599
H 0.496 1.034 -4.384
C 6.844 0.255 -1.827
O -1.111 3.207 3.988
O 0.036 -5.332 1.470
C -2.452 -2.925 -0.376
C 0.466 1.497 -3.395
H 1.671 1.054 0.053
C -1.556 -0.969 0.842
P 0.395 -4.576 0.095
H -0.674 -4.486 -1.901
H 0.861 2.513 -3.459
C -4.457 -3.281 -2.428
H 6.831 -0.833 -1.731
S -1.117 4.226 5.087
H -3.659 1.591 1.667
H 5.299 3.019 -3.700
S 5.715 0.726 -3.160
C -4.317 -5.187 -0.358
H 6.988 2.768 -3.189
C -3.215 -2.418 -1.774
H -2.852 -1.432 -2.291
H 0.669 -2.431 1.388
H -0.065 6.378 5.319
H -2.587 -4.712 1.290
H 7.857 0.584 -2.072
O -0.429 -5.251 -1.288
H -0.252 5.917 3.599
C -2.639 5.191 4.925
C -1.411 1.074 2.009
H -1.055 1.991 2.645
N -2.842 0.955 1.529
H 0.799 -2.158 -0.486
H -5.900 -5.300 -2.249
N -2.898 -0.260 0.840
S 1.492 0.518 -2.271
H 5.678 2.824 -1.969
H 0.080 1.529 -0.596
H -0.566 1.518 -3.036
H -2.624 6.021 5.635
N -1.281 -2.216 0.267
H -3.487 4.540 5.149
H 2.565 -3.988 0.069
H -2.735 5.571 3.905
C 0.145 -2.703 0.352
H -3.815 -0.565 0.393
C 1.154 1.509 -0.796
H -4.711 -6.181 0.122
H 1.025 5.170 4.592
C 5.946 2.512 -2.981
N -0.535 -0.087 1.586
C -3.085 -4.320 0.286
C -5.020 -4.678 -1.766
H 6.520 0.705 -0.886
*
```

## Properties
- Strongest force on any atom: 0.1522 Eh/bohr
- Orbital gap: 7.695 eV
- HOMO: -10.8 eV

In elementary charge units, the Löwdin charges are:
1. H 0.10
2. O -0.20
3. H 0.06
4. O -0.58
5. O -0.63
6. C -0.26
7. H 0.06
8. C -0.27
9. O -0.60
10. O -0.39
11. C -0.15
12. C -0.25
13. H 0.05
14. C -0.13
15. P 0.74
16. H 0.09
17. H 0.06
18. C -0.06
19. H 0.05
20. S 0.87
21. H 0.18
22. H 0.05
23. S 0.83
24. C -0.03
25. H 0.06
26. C -0.01
27. H 0.09
28. H 0.15
29. H 0.06
30. H 0.10
31. H 0.06
32. O -0.20
33. H 0.06
34. C -0.26
35. C 0.04
36. H 0.09
37. N 0.03
38. H 0.10
39. H 0.10
40. N 0.05
41. S 0.84
42. H 0.06
43. H 0.03
44. H 0.05
45. H 0.06
46. N -0.08
47. H 0.05
48. H 0.08
49. H 0.06
50. C -0.20
51. H 0.18
52. C -0.27
53. H 0.10
54. H 0.06
55. C -0.27
56. N 0.12
57. C 0.02
58. C -0.04
59. H 0.06

[3]
Entry from the OMol25 dataset: a 6-piece molecular cluster, C15H30NO18 overall in a non-equilibrium geometry (the ωB97M-V functional and the def2-TZVPD basis).

Structure (ORCA input):
```
! wB97M-V def2-TZVPD RIJCOSX def2/J DEFGRID3
* xyz -1 1
H -29.192 5.696 2.658
H -20.476 8.907 -3.978
O -27.290 7.917 0.221
H -30.728 6.489 -0.895
O -29.592 3.694 3.244
O -23.958 4.899 1.879
H -19.170 9.280 5.704
C -30.493 7.546 -1.017
H -20.724 9.963 5.670
C -22.238 7.190 0.900
H -21.080 7.327 -3.911
C -28.916 4.664 2.441
C -21.310 8.335 -3.564
O -22.173 2.148 2.652
C -23.234 5.970 5.014
H -21.642 0.354 1.785
H -21.858 6.174 0.916
H -23.078 5.983 3.927
C -20.124 9.247 6.232
H -25.491 1.898 4.845
O -22.481 6.642 -1.773
O -29.241 8.042 1.324
O -23.657 2.551 4.169
H -25.664 3.188 3.756
H -22.231 8.731 -3.981
C -21.865 7.589 -1.398
O -21.660 7.989 -0.142
H -26.771 6.600 1.717
H -29.621 -0.232 2.846
C -29.953 0.288 3.745
C -28.607 7.926 0.311
O -20.599 7.914 6.126
H -30.876 -0.205 4.049
O -24.908 5.141 -0.059
H -22.200 1.559 0.689
H -24.204 6.452 5.156
H -29.196 4.508 1.399
O -24.199 1.150 2.529
H -29.232 0.017 4.521
H -25.023 3.563 5.333
C -26.526 7.604 1.372
H -30.657 7.775 -2.073
O -29.087 7.780 -0.926
O -25.675 3.659 1.329
H -23.466 4.907 5.059
H -20.554 1.679 1.436
O -21.196 8.456 -2.164
O -28.481 2.045 2.187
C -21.748 7.704 5.481
O -22.355 8.503 4.814
C -24.997 2.823 4.540
C -29.326 2.421 2.947
H -25.465 7.587 1.142
N -24.861 4.558 1.041
C -23.419 1.910 3.029
H -27.862 4.549 2.697
H -23.316 7.281 0.914
O -22.107 6.450 5.686
C -21.598 1.432 1.590
O -30.150 1.667 3.653
H -20.049 9.528 7.277
H -31.202 8.141 -0.448
H -26.649 8.384 2.127
H -21.908 7.629 1.846
*
```

## Properties
- Strongest force on any atom: 0.0671 Eh/bohr
- Orbital gap: 7.576 eV
- Energy relative to the best compared isomer or geometry (same formula, charge and spin): 8.6 kcal/mol
- HOMO: -5.0 eV

In elementary charge units, the Löwdin charges are:
1. H 0.08
2. H 0.09
3. O 0.02
4. H 0.09
5. O 0.00
6. O -0.09
7. H 0.09
8. C -0.05
9. H 0.09
10. C -0.03
11. H 0.09
12. C -0.03
13. C -0.07
14. O 0.00
15. C -0.06
16. H 0.09
17. H 0.09
18. H 0.09
19. C -0.05
20. H 0.09
21. O 0.16
22. O 0.12
23. O -0.01
24. H 0.08
25. H 0.09
26. C -0.62
27. O 0.00
28. H 0.09
29. H 0.09
30. C -0.07
31. C -0.63
32. O 0.00
33. H 0.09
34. O -0.04
35. H 0.10
36. H 0.11
37. H 0.11
38. O 0.14
39. H 0.10
40. H 0.08
41. C -0.02
42. H 0.09
43. O 0.01
44. O -0.05
45. H 0.07
46. H 0.09
47. O -0.01
48. O 0.15
49. C -0.61
50. O 0.12
51. C -0.06
52. C -0.63
53. H 0.07
54. N -0.59
55. C -0.63
56. H 0.08
57. H 0.07
58. O 0.03
59. C -0.06
60. O 0.01
61. H 0.09
62. H 0.09
63. H 0.10
64. H 0.08

[4]
Entry from the OMol25 dataset: a 5-piece molecular cluster, C15H30O15 overall in a non-equilibrium geometry (the ωB97M-V functional and the def2-TZVPD basis).

Structure (ORCA input):
```
! wB97M-V def2-TZVPD RIJCOSX def2/J DEFGRID3
* xyz 0 1
H 0.710 6.957 18.221
O -1.121 4.424 15.880
C 13.935 18.332 15.108
O -1.335 16.091 8.709
H 5.529 13.546 14.520
H -0.093 14.894 10.028
C 3.211 19.979 24.199
H 14.001 17.252 14.980
C 4.581 13.681 15.041
O 4.579 12.683 16.100
C -3.822 18.334 9.397
C -0.060 15.462 9.098
H 8.391 18.390 16.364
C -0.433 5.043 16.914
O 5.100 14.138 17.892
H -2.545 3.031 15.260
O -3.070 17.289 8.838
C 5.426 11.829 19.469
H 14.576 18.768 15.875
O 12.569 18.794 15.123
H -1.641 2.526 16.773
H 3.663 21.500 26.330
C 1.193 6.824 17.252
H -4.496 18.770 8.659
H -4.350 17.978 10.282
H 1.472 7.863 17.081
O 3.822 19.048 23.428
H 4.600 14.647 15.545
H 4.531 19.046 21.486
C 9.444 18.214 16.585
H -2.772 3.740 16.879
H 3.771 13.423 14.360
O 2.647 21.086 23.909
C 11.727 18.363 16.106
O 10.439 18.820 15.817
O 12.034 17.603 17.025
C -2.005 16.900 9.504
O 3.514 19.659 25.437
C 3.290 20.501 26.553
O -1.450 17.471 10.474
H 5.213 10.867 19.936
H 4.937 12.595 20.070
C 4.925 13.040 17.404
H 14.345 18.634 14.144
H 2.276 20.371 26.932
H 9.678 18.584 17.583
H 6.499 11.993 19.572
C -2.041 3.344 16.174
H 3.071 18.049 21.858
H -3.199 19.147 9.767
H 9.564 17.131 16.628
H 0.291 14.691 8.411
H 0.729 16.197 9.251
H 2.053 6.165 17.135
C 3.615 18.969 22.071
H 3.944 20.107 27.331
O 0.234 6.198 16.458
O -0.495 4.589 18.048
H 2.972 19.786 21.743
O 5.070 11.897 18.098
*
```

## Properties
- SMILES: COC(=O)OC.COC(=O)OC.COC(=O)OC.COC(=O)OC.COC(=O)OC
- Strongest force on any atom: 0.1063 Eh/bohr
- Orbital gap: 11.098 eV
- Energy relative to the best compared isomer or geometry (same formula, charge and spin): 90.5 kcal/mol
- HOMO: -10.6 eV

In elementary charge units, the Löwdin charges are:
1. H 0.09
2. O -0.04
3. C -0.04
4. O 0.00
5. H 0.09
6. H 0.09
7. C -0.52
8. H 0.10
9. C -0.02
10. O -0.04
11. C -0.05
12. C -0.01
13. H 0.10
14. C -0.47
15. O 0.11
16. H 0.09
17. O 0.02
18. C -0.05
19. H 0.10
20. O -0.02
21. H 0.09
22. H 0.10
23. C -0.08
24. H 0.10
25. H 0.10
26. H 0.09
27. O 0.00
28. H 0.09
29. H 0.10
30. C -0.09
31. H 0.09
32. H 0.09
33. O 0.06
34. C -0.50
35. O -0.03
36. O 0.10
37. C -0.59
38. O -0.01
39. C -0.03
40. O 0.07
41. H 0.09
42. H 0.09
43. C -0.53
44. H 0.09
45. H 0.10
46. H 0.10
47. H 0.10
48. C -0.04
49. H 0.10
50. H 0.09
51. H 0.09
52. H 0.09
53. H 0.09
54. H 0.10
55. C -0.08
56. H 0.09
57. O -0.04
58. O 0.10
59. H 0.09
60. O -0.02